# C23H20N4O3S3

The molecule C23H20N4O3S3 in a non-equilibrium geometry (wB97M-V/def2-TZVPD, the Open Molecules 2025 dataset).

```
53
Properties=species:S:1:pos:R:3:forces:R:3
C -2.108 -2.515 3.829 -0.02 -0.06 0.07
C -1.256 -1.514 3.719 0.09 0.09 -0.09
C -0.486 -1.199 2.469 -0.05 -0.61 0.05
N -0.347 0.215 2.250 0.20 0.80 -0.20
C 0.733 0.978 2.585 0.03 0.18 0.07
S 2.038 0.383 3.569 0.20 0.02 0.37
C 3.359 1.542 3.059 -0.11 -0.17 0.21
C 4.264 0.808 2.087 -0.06 0.21 0.11
O 5.435 0.628 2.318 -0.01 -0.05 0.02
C 3.553 0.227 0.925 0.11 -0.33 -0.55
C 3.801 -1.106 0.599 -0.03 0.27 0.07
C 3.040 -1.747 -0.356 -0.17 -0.05 -0.21
C 2.037 -1.054 -1.031 0.45 0.64 0.56
N 1.218 -1.689 -1.957 -0.91 -0.16 -0.32
S -0.445 -1.376 -1.969 0.35 -0.46 0.17
O -0.846 -0.879 -0.683 0.21 0.27 -0.49
O -1.039 -2.589 -2.445 0.16 0.01 -0.35
C -0.596 -0.110 -3.212 0.00 -0.28 0.44
C -0.926 1.183 -2.862 -0.02 0.05 0.16
C -1.021 2.145 -3.856 0.01 -0.05 -0.02
C -0.782 1.798 -5.177 -0.03 0.06 0.04
C -0.454 0.493 -5.513 0.02 -0.12 0.07
C -0.361 -0.471 -4.524 -0.01 -0.06 -0.21
C 1.855 0.303 -0.778 0.13 -0.09 0.00
C 2.595 0.934 0.200 0.26 -0.07 0.05
N 0.618 2.190 2.108 0.81 -0.22 0.64
N -0.542 2.249 1.451 -1.09 0.03 -0.63
C -1.138 1.082 1.537 0.62 0.20 0.29
C -2.433 0.821 0.989 -0.84 0.05 -0.30
C -3.327 -0.185 1.233 0.40 0.26 0.06
C -4.515 -0.052 0.489 -0.25 0.09 -0.23
C -4.519 1.053 -0.301 0.29 0.13 0.01
S -3.071 1.962 -0.150 -0.21 -0.37 0.34
H -2.622 -2.724 4.751 -0.05 -0.02 0.20
H -2.315 -3.176 3.003 -0.05 -0.09 -0.23
H -1.047 -0.863 4.558 -0.03 0.05 0.17
H -0.950 -1.633 1.579 0.12 -0.03 0.14
H 0.530 -1.604 2.571 -0.15 0.05 -0.17
H 3.911 1.830 3.952 -0.03 0.02 -0.11
H 2.851 2.399 2.619 0.07 0.08 0.00
H 4.567 -1.640 1.140 0.07 -0.06 0.04
H 3.209 -2.792 -0.575 0.01 -0.14 0.00
H 1.412 -2.668 -2.107 -0.20 -0.13 -0.07
H -1.113 1.425 -1.828 0.01 0.05 0.06
H -1.281 3.159 -3.595 -0.02 0.10 0.03
H -0.855 2.548 -5.950 0.00 0.07 -0.06
H -0.274 0.228 -6.544 0.01 -0.04 -0.08
H -0.123 -1.498 -4.750 0.05 -0.11 -0.15
H 1.116 0.854 -1.335 0.00 0.15 -0.02
H 2.431 1.984 0.388 -0.07 0.04 0.06
H -3.161 -0.979 1.936 0.08 -0.13 0.12
H -5.331 -0.750 0.545 -0.16 -0.09 -0.01
H -5.290 1.394 -0.963 -0.19 0.04 -0.13
```
Positions in Å, forces in eV/Å.

Computed properties:
E_tot = -68782.999 eV
Kohn-Sham gap = 0.3069 hartree
E_HOMO = -7.96 eV
Net charge = 0
SMILES = C=CCn1c(SCC(=O)c2ccc(NS(=O)(=O)c3ccccc3)cc2)nnc1-c1cccs1
F_max = 0.0246 Eh/bohr